# 1
A 9-piece molecular cluster, C31H61BBrNO31P overall in a non-equilibrium geometry, computed with the ωB97M-V functional and the def2-TZVPD basis.

```
127
Properties=species:S:1:pos:R:3:forces:R:3:lowdin_charge:R:1
N 4.44531 -0.55186 -0.69550 -2.07 -0.38 0.35 0.095
C 3.16707 0.15355 -0.63652 -1.59 1.02 0.65 -0.461
O 2.59088 0.36132 0.44651 1.73 -0.32 -1.83 -0.006
C 2.42556 0.64489 -1.96843 1.04 -1.63 0.33 -0.101
C 1.22970 -0.42518 -2.20061 1.07 -0.64 0.52 -0.104
B -0.12737 0.28124 -2.80079 0.61 -0.26 -0.54 -0.779
O -1.32194 -0.58688 -2.85922 -0.96 0.18 1.95 -0.031
C -1.76358 -0.62707 -1.49502 0.59 -1.07 0.18 -0.293
C -3.30121 -1.04211 -1.41479 0.68 -0.34 -0.08 -0.078
C -3.70211 -1.72226 -0.01627 -4.45 2.68 0.75 -0.678
O -4.74987 -1.37556 0.58699 4.59 -2.13 -2.63 -0.048
Br -2.54449 -3.13292 0.79013 -0.50 0.74 -0.57 0.663
C -1.23760 0.75166 -0.81938 0.65 1.31 -1.25 -0.249
P -2.44541 2.10197 -0.31362 -1.59 0.69 0.68 0.697
O -3.76438 1.61440 0.25050 2.26 1.30 -1.52 -0.321
O -2.63028 3.14736 -1.65312 0.86 -1.12 2.56 -0.177
O -1.61926 3.04877 0.86042 -0.25 -1.61 -2.32 -0.183
O -0.51065 1.38181 -1.89264 -0.68 0.17 0.94 -0.113
H 4.23134 -1.43480 -1.19538 0.48 0.75 -0.13 0.092
H 4.62095 -0.85215 0.27575 0.00 0.31 -0.49 0.078
H 3.16600 0.59013 -2.83792 -1.05 0.33 1.09 0.100
H 2.04446 1.69509 -1.80586 0.39 -1.26 -0.12 0.114
H 1.06651 -0.96189 -1.19902 0.11 0.70 -1.24 0.097
H 1.58725 -1.22221 -2.92464 -0.25 0.79 0.77 0.097
H 0.06933 0.63505 -3.92855 0.24 0.56 -0.51 0.099
H -1.11838 -1.41751 -0.99787 -1.08 0.65 -0.18 0.106
H -3.98936 -0.16396 -1.65284 0.81 -1.23 0.87 0.130
H -3.46684 -1.80365 -2.25153 0.38 0.75 1.26 0.134
H -0.47499 0.64763 0.01352 -1.21 -0.58 -0.40 0.140
H -1.79654 3.66665 -1.69304 -0.59 -0.54 -0.24 0.065
H -0.66989 2.84630 0.71050 -0.49 0.28 0.31 0.064
C -2.23858 0.54403 7.07895 0.02 0.04 0.33 -0.050
O -1.89078 0.54019 5.69701 -0.14 -0.05 -0.01 0.003
C -2.91813 0.27729 4.87320 0.39 0.05 -0.72 -0.590
O -4.05543 0.05592 5.21212 0.29 0.04 0.11 0.102
O -2.46213 0.30373 3.62028 -0.04 0.04 0.74 0.023
C -3.45789 0.03803 2.62319 -0.28 -0.33 -0.04 -0.062
H -1.33658 0.76610 7.64898 0.04 0.00 -0.26 0.090
H -2.97879 1.31854 7.28845 -0.06 -0.18 -0.03 0.099
H -2.60858 -0.43648 7.38563 -0.14 0.13 -0.05 0.092
H -4.24470 0.79199 2.65576 0.10 -0.11 -0.02 0.104
H -3.87454 -0.96094 2.75701 0.01 0.16 0.19 0.080
H -2.98498 0.08262 1.64887 0.20 0.16 0.42 0.047
C -3.44666 -6.88537 -4.39159 0.38 -0.09 -0.14 -0.047
O -4.79986 -6.50632 -4.14780 -0.16 0.05 0.16 -0.003
C -5.03276 -6.08242 -2.89702 -0.10 0.06 -0.07 -0.610
O -4.21964 -6.00524 -2.01416 -0.13 -0.07 -0.16 0.123
O -6.32972 -5.75908 -2.80247 0.19 -0.12 -0.15 -0.002
C -6.72000 -5.28643 -1.51314 -0.17 0.19 0.36 -0.039
H -3.37557 -7.20949 -5.42960 -0.27 0.09 0.07 0.091
H -2.77647 -6.03622 -4.24704 -0.05 -0.12 0.15 0.102
H -3.15791 -7.71834 -3.74784 0.02 0.18 0.06 0.096
H -6.17778 -4.37467 -1.25601 0.07 -0.18 0.05 0.096
H -6.56027 -6.05622 -0.75598 0.15 0.12 -0.05 0.098
H -7.78426 -5.05597 -1.55324 0.10 -0.09 -0.26 0.092
C -0.89744 4.10279 -5.49242 -0.34 -0.11 0.41 -0.033
O -0.24561 4.34623 -6.74190 0.32 -0.04 -0.20 0.000
C 0.94811 3.75239 -6.85772 -0.19 0.09 0.04 -0.600
O 1.47524 3.06496 -6.02057 0.04 0.16 -0.36 0.120
O 1.44935 4.05760 -8.06721 -0.18 -0.01 0.19 0.001
C 2.72827 3.48640 -8.33040 0.35 -0.12 -0.09 -0.046
H -1.85133 4.62940 -5.50846 0.15 0.04 -0.26 0.093
H -1.09200 3.03714 -5.35903 0.20 0.08 0.11 0.100
H -0.30098 4.49133 -4.66508 0.04 -0.20 -0.08 0.100
H 2.67420 2.39588 -8.30877 0.04 0.08 0.12 0.088
H 3.46695 3.85088 -7.61390 -0.10 -0.11 0.03 0.089
H 3.03379 3.79637 -9.32954 -0.27 0.10 0.07 0.095
C 10.20864 -0.43166 -0.62703 0.30 -0.12 -0.15 -0.051
O 8.85472 -0.06638 -0.37412 -0.07 0.08 0.21 0.003
C 8.62955 0.37824 0.87015 -0.32 0.03 -0.14 -0.609
O 9.45340 0.48397 1.74364 -0.07 -0.03 -0.14 0.116
O 7.33061 0.68375 0.97157 0.36 -0.12 -0.10 -0.004
C 6.94182 1.17456 2.25324 -0.26 0.17 0.33 -0.043
H 10.27142 -0.77455 -1.65947 -0.27 0.08 0.07 0.093
H 10.86915 0.42910 -0.50689 -0.03 -0.11 0.15 0.096
H 10.51654 -1.24832 0.02870 0.03 0.18 0.06 0.096
H 7.47140 2.09962 2.48866 0.08 -0.17 0.04 0.097
H 7.11835 0.42199 3.02402 0.14 0.12 -0.05 0.098
H 5.87364 1.38742 2.21562 0.10 -0.11 -0.27 0.095
C 8.63451 3.92508 -4.33297 0.23 0.24 0.08 -0.053
O 7.85580 2.74177 -4.48730 -0.12 0.00 -0.08 -0.001
C 6.62960 2.95385 -4.98920 -0.18 -0.38 0.04 -0.607
O 6.16930 4.02252 -5.30176 0.17 -0.11 0.02 0.120
O 6.01005 1.77230 -5.08173 0.38 0.28 0.02 0.007
C 4.68271 1.84703 -5.60495 -0.53 -0.06 -0.06 -0.039
H 9.60095 3.63412 -3.92178 -0.17 -0.22 -0.03 0.090
H 8.79947 4.40687 -5.29860 -0.15 0.05 0.10 0.095
H 8.15456 4.61398 -3.63548 -0.04 0.01 -0.18 0.098
H 4.69050 2.24520 -6.62057 0.04 0.09 0.16 0.078
H 4.04621 2.45230 -4.95783 0.07 0.04 -0.18 0.097
H 4.27925 0.83516 -5.63532 0.25 0.02 0.13 0.098
C 3.43460 -3.78041 -8.35174 0.22 -0.20 -0.15 -0.054
O 2.48443 -3.18456 -7.47306 -0.04 0.12 -0.06 0.000
C 2.10857 -1.94649 -7.82927 -0.33 0.14 0.40 -0.610
O 2.50230 -1.33856 -8.79358 0.04 -0.17 0.08 0.112
O 1.22390 -1.50735 -6.92905 0.34 -0.31 -0.31 0.014
C 0.73399 -0.19054 -7.18478 -0.34 0.51 0.05 -0.032
H 3.66385 -4.77392 -7.96690 -0.19 0.13 0.17 0.091
H 3.01886 -3.88502 -9.35572 0.10 0.16 0.04 0.095
H 4.35682 -3.19677 -8.37533 -0.13 0.03 -0.13 0.096
H 0.21017 -0.15439 -8.14261 0.21 -0.02 -0.02 0.100
H 1.54948 0.53428 -7.16220 -0.06 -0.09 -0.08 0.077
H 0.02741 0.06418 -6.39522 0.20 -0.27 0.12 0.090
C -0.88177 2.45658 13.15679 0.07 0.29 0.27 -0.048
O -1.16726 1.69353 11.98668 -0.02 -0.26 -0.04 0.002
C -1.18494 0.36850 12.18661 -0.05 0.07 -0.22 -0.609
O -0.98610 -0.19173 13.23396 -0.03 0.10 -0.16 0.122
O -1.46246 -0.22295 11.01738 0.06 0.23 0.20 -0.002
C -1.51421 -1.64716 11.07934 -0.04 -0.43 -0.08 -0.043
H -0.89369 3.50941 12.87633 -0.06 -0.18 -0.23 0.093
H -1.64491 2.29246 13.91966 0.15 -0.11 -0.01 0.098
H 0.10917 2.21231 13.54385 -0.15 -0.10 0.05 0.097
H -2.30274 -1.97491 11.75912 0.17 0.05 0.06 0.099
H -0.54849 -2.05502 11.38325 -0.13 0.06 0.12 0.098
H -1.74530 -2.01366 10.07957 0.01 0.29 0.01 0.092
C -6.92981 0.43873 5.82551 0.41 0.22 -0.19 -0.040
O -8.05601 -0.32122 6.27757 -0.36 -0.04 0.49 0.005
C -8.29582 -0.22171 7.58847 0.15 -0.02 -0.54 -0.611
O -7.66260 0.43078 8.37906 -0.20 -0.13 0.01 0.118
O -9.36907 -0.97771 7.87339 0.06 0.04 -0.01 -0.005
C -9.74134 -0.96532 9.24844 -0.14 -0.05 0.28 -0.057
H -6.83124 0.28222 4.75237 -0.17 -0.18 0.15 0.097
H -7.08718 1.50396 6.00688 0.02 -0.11 0.13 0.100
H -6.01606 0.09670 6.30796 -0.18 0.13 0.00 0.075
H -10.00921 0.04413 9.56633 0.18 -0.06 0.02 0.096
H -8.93684 -1.36408 9.86929 -0.01 0.19 -0.03 0.096
H -10.61541 -1.60668 9.36070 0.09 0.01 -0.27 0.090
```
Positions in Å, forces in eV/Å.

As for the HOMO energy: -0.203 Eh. Its orbital gap is 7.42 eV. The LUMO energy comes out at 0.070 Eh. Its net charge is -1.



# 2
C31H61BrClFLiMgN3NaO7P as an isolated structure in a non-equilibrium geometry, computed with the ωB97M-V functional and the def2-TZVPD basis.

```
109
Properties=species:S:1:pos:R:3:forces:R:3:lowdin_charge:R:1
C 3.69755 -5.44540 -2.23958 0.34 -0.08 -0.56 -0.124
C 3.04165 -4.50464 -3.25283 -0.29 -0.01 0.38 -0.245
C 1.91241 -3.61752 -2.67737 0.78 -0.10 0.04 -0.218
C 2.03202 -3.31689 -1.17779 -1.18 -0.08 -0.45 -0.214
C 0.91410 -2.32634 -0.76170 0.60 0.05 0.11 -0.208
C 1.43722 -1.12150 0.03008 0.11 -0.51 -0.12 -0.198
C 2.52951 -0.31744 -0.70363 -0.93 0.40 0.28 -0.183
C 2.12060 1.12228 -1.12018 0.98 -0.40 -0.39 -0.173
C 2.39656 1.38618 -2.62126 -0.50 0.51 0.57 -0.184
C 1.17465 1.26549 -3.54331 1.65 -0.65 -1.06 -0.470
C 1.34206 0.19563 -4.65277 0.69 0.45 -0.10 -0.320
P -0.20257 -0.03018 -5.56806 -0.03 -0.27 0.64 1.090
C -1.01002 -1.65409 -5.30764 0.15 0.37 0.37 -0.309
C -2.02320 -1.44352 -4.16764 0.08 -0.07 -0.50 -0.275
C -3.01033 -2.59230 -3.97440 -0.56 0.41 0.58 -0.136
C -3.81211 -2.43172 -2.63890 0.09 0.22 -0.47 -0.106
N -3.51285 -1.16826 -1.98844 -0.70 -1.28 -0.13 -0.152
C -2.61053 -1.07558 -0.98977 0.53 0.54 0.48 -0.121
C -2.49332 0.24671 -0.61903 -0.27 -0.66 -0.49 -0.086
C -3.40033 0.93745 -1.45529 -0.19 1.23 -0.02 -0.100
C -4.03204 0.05562 -2.30100 0.85 0.04 0.94 -0.091
H 4.36036 -4.90809 -1.56350 -0.15 0.00 0.24 0.064
H 4.33008 -6.14332 -2.79009 0.05 -0.07 0.06 0.070
H 2.97941 -6.04675 -1.68572 -0.07 0.09 0.12 0.072
H 2.64027 -5.12742 -4.05212 -0.01 0.15 -0.18 0.100
H 3.80277 -3.85748 -3.68892 0.12 -0.09 -0.05 0.103
H 0.94985 -4.08695 -2.88900 -0.15 0.11 0.14 0.111
H 1.93995 -2.65078 -3.18647 -0.19 -0.03 -0.19 0.075
H 1.84820 -4.25508 -0.65466 0.42 0.00 0.25 0.103
H 3.02068 -2.92678 -0.94315 0.08 -0.06 0.08 0.105
H 0.40574 -1.97618 -1.66426 -0.12 0.08 0.04 0.090
H 0.18585 -2.85976 -0.14883 -0.19 0.05 -0.09 0.101
H 1.85672 -1.51845 0.96654 -0.22 0.20 0.03 0.093
H 0.58228 -0.48648 0.26496 0.08 0.12 0.23 0.091
H 2.82070 -0.84190 -1.61375 0.21 -0.17 0.10 0.089
H 3.38269 -0.23648 -0.03151 0.25 -0.12 -0.22 0.092
H 2.77890 1.80161 -0.57686 -0.18 0.12 0.17 0.098
H 1.09932 1.38271 -0.84458 -0.12 -0.10 -0.10 0.103
H 2.71174 2.42830 -2.67212 0.13 -0.01 -0.36 0.107
H 3.23552 0.76480 -2.94343 0.06 0.03 -0.08 0.106
H 1.07421 2.26359 -4.08238 0.89 -1.72 0.59 -0.074
H 0.26094 1.08076 -3.00745 0.10 -0.37 0.43 -0.015
H 1.76828 -0.74011 -4.28695 -0.36 -0.27 -0.10 0.066
H 2.06320 0.59758 -5.36998 0.04 -0.12 -0.09 0.098
H -1.08477 0.91953 -5.02031 0.07 0.14 -0.35 -0.030
H -0.05142 0.23576 -6.93207 0.03 -0.01 0.05 0.032
H -0.25055 -2.35296 -4.95577 0.12 -0.13 -0.32 0.080
H -1.45037 -2.01057 -6.23625 -0.06 -0.02 -0.03 0.092
H -1.45094 -1.20599 -3.26855 -0.09 -0.11 0.14 0.102
H -2.60924 -0.55216 -4.38609 -0.01 0.08 0.07 0.093
H -3.75299 -2.51592 -4.76818 0.20 -0.33 -0.30 0.113
H -2.55234 -3.57952 -3.98762 0.15 0.01 -0.19 0.110
H -3.57624 -3.24436 -1.95839 0.09 0.07 0.16 0.123
H -4.88491 -2.46798 -2.80792 -0.03 -0.08 -0.12 0.092
H -2.08265 -1.93924 -0.62564 -0.07 -0.16 -0.02 0.108
H -1.82191 0.61975 0.13265 -0.03 0.23 0.03 0.079
H -3.56772 2.00277 -1.44207 0.01 0.05 -0.05 0.093
H -4.76239 0.21191 -3.07111 -0.12 -0.14 -0.04 0.119
F 1.39044 3.95321 -4.52201 -0.54 -0.39 0.17 -0.599
N -7.80018 -2.37120 -2.15084 0.10 -0.43 0.20 -0.616
O -7.27099 -3.42204 -1.87891 0.05 0.05 0.00 0.065
O -9.00671 -2.13852 -1.86022 -0.05 0.74 -0.43 -0.104
O -7.15185 -1.44880 -2.74825 -0.48 0.60 -0.27 -0.155
C 2.17308 -0.57600 5.87959 -0.24 0.03 0.11 -0.010
C 3.07322 -0.05097 4.74395 -0.67 -1.16 1.63 -0.486
C 4.14854 0.83531 5.33922 -0.54 0.34 0.90 -0.226
C 3.59696 2.15769 5.87049 -0.06 -0.01 -0.09 -0.154
C 2.79982 2.87865 4.78511 0.72 -0.22 0.18 -0.128
C 1.79466 2.01252 4.02666 -2.07 0.95 0.62 -0.482
N 2.31091 0.66279 3.70074 2.62 0.94 -1.55 -0.040
O 3.09970 0.74510 2.63613 -0.70 -0.46 0.41 -0.132
C 0.48357 1.86109 4.82121 0.13 -0.14 0.51 -0.049
C 1.40094 2.78695 2.76793 0.74 -0.42 -0.61 -0.099
C 3.69499 -1.31802 4.16656 0.01 0.13 -0.87 -0.083
H 2.72364 -1.28881 6.49712 0.08 -0.01 -0.11 0.094
H 1.83968 0.19546 6.56375 -0.04 0.05 -0.08 0.068
H 1.29713 -1.08846 5.48050 -0.03 0.05 -0.03 0.106
H 4.89395 1.02731 4.57562 -0.72 -0.72 1.26 -0.180
H 4.67097 0.31508 6.14690 0.06 -0.16 -0.11 0.138
H 2.98849 1.98499 6.75917 0.00 -0.05 0.00 0.114
H 4.42056 2.80068 6.19538 0.02 -0.07 -0.02 0.119
H 2.29026 3.73876 5.21813 -0.15 -0.02 -0.11 0.139
H 3.52051 3.28576 4.06548 -0.08 0.01 -0.08 0.086
H -0.20052 1.18671 4.30886 0.00 -0.05 -0.05 0.088
H -0.01622 2.82372 4.91193 0.10 0.02 -0.08 0.057
H 0.62024 1.49958 5.83953 0.03 -0.02 -0.06 0.066
H 2.27403 3.07995 2.18068 -0.06 -0.15 -0.02 0.089
H 0.88671 3.70839 3.03401 0.11 -0.03 0.26 0.033
H 0.73705 2.20622 2.12871 0.11 -0.05 -0.01 0.060
H 2.92876 -1.98591 3.76233 -0.03 0.06 -0.02 0.123
H 4.22643 -1.85555 4.95782 -1.06 0.73 0.86 0.051
H 4.42330 -1.10857 3.36256 -0.57 0.50 -0.01 0.052
C -5.79334 5.98629 1.52916 -0.18 0.26 -0.04 -0.024
O -4.57911 5.22873 1.50388 0.09 -0.02 -0.02 0.019
C -4.69165 3.99895 1.97944 0.03 0.42 0.07 -0.606
O -5.68173 3.48193 2.41313 0.11 -0.08 -0.05 0.150
O -3.47173 3.41307 1.89280 -0.98 -1.52 -0.06 -0.249
C -3.48204 2.02466 2.37404 -1.45 -0.68 -0.58 -0.151
H -5.56152 6.96287 1.11616 0.17 -0.05 -0.03 0.097
H -6.55422 5.51014 0.91434 -0.01 -0.09 0.09 0.099
H -6.14895 6.10562 2.55051 -0.04 -0.12 0.00 0.101
H -4.15708 1.42814 1.76081 -0.20 0.23 0.06 0.100
H -3.77727 1.97724 3.41813 -0.10 0.18 -0.01 0.098
H -2.49449 1.62658 2.26877 0.04 -0.12 -0.27 -0.002
Li -8.82750 -0.32390 -2.88505 0.44 -0.94 0.47 0.841
Mg 5.77114 1.72684 3.28982 1.35 0.80 -2.11 0.668
Br -0.69780 3.07929 -3.62773 -2.60 2.83 -0.14 0.367
Cl -1.45307 3.46529 2.76171 1.81 1.75 0.66 0.575
Na 5.48880 -2.68027 4.02409 1.62 -1.07 -0.68 0.682
```
Positions in Å, forces in eV/Å.

As for the HOMO energy (spin up / spin down): -0.328 / -0.324 Eh. Its orbital gap (spin up / spin down) is 4.51 / 4.38 eV. The LUMO energy (spin up / spin down) comes out at -0.162 / -0.163 Eh. As for the spin multiplicity: 2. Its net charge is +1.



Number 1: E_tot -178111.35819 eV. Number 2: E_tot -156558.13624 eV.